(1)
{
  "formula": "C4H5BF4NRb",
  "method": "ωB97M-V/def2-TZVPD",
  "elements": ["Rb", "F", "F", "F", "F", "N", "C", "C", "C", "C", "B", "H", "H", "H", "H", "H"],
  "xyz": [[-0.4157, 0.4438, 0.1195], [-2.1433, 2.5365, -0.6064], [-2.2840, 0.1717, -0.3107], [-3.7686, 1.4534, 0.4475], [-3.7531, 1.2888, -1.6122], [2.0680, -0.5092, -0.7674], [1.2574, -1.6080, -0.4612], [0.8203, -1.5000, 0.8221], [1.3400, -0.3161, 1.3136], [2.0755, 0.3005, 0.3582], [-2.9330, 1.3617, -0.5335], [2.7118, 1.1732, 0.3504], [1.2130, 0.1175, 2.2946], [2.4897, -0.2605, -1.6508], [1.0919, -2.4352, -1.1355], [0.2299, -2.2183, 1.3716]],
  "forces_ev_per_angstrom": [[2.400, 6.197, -1.049], [1.221, -0.722, -0.039], [-7.396, -3.146, -2.669], [-2.581, 0.992, 5.123], [0.128, -0.356, -2.855], [-1.101, -0.468, 1.128], [1.116, -0.611, -0.962], [1.635, -2.535, 0.543], [4.259, -0.212, 3.355], [2.926, -0.934, -0.622], [-2.006, 1.824, -2.004], [-0.334, 0.109, 0.232], [-0.140, -0.166, 0.063], [-0.144, -0.315, 0.146], [0.082, 0.286, -0.197], [-0.065, 0.058, -0.194]],
  "mulliken_charge": [0.977, -0.414, -0.406, -0.319, -0.369, -0.072, -0.498, -0.529, -0.620, -0.235, 0.536, 0.397, 0.514, 0.196, 0.388, 0.453],
  "relative_energy_kcal_mol": 120.59,
  "lumo_ev": -0.4,
  "homo_energy_ev": -9.79,
  "homo_lumo_gap_ev": 9.39
}

(2)
{
  "formula": "C4H7NO2",
  "method": "ωB97M-V/def2-TZVPD",
  "elements": ["O", "O", "N", "C", "C", "C", "C", "H", "H", "H", "H", "H", "H", "H"],
  "xyz": [[1.1567, -0.0769, -0.2494], [-1.0083, 0.7067, -0.1608], [-1.6647, -1.1455, -1.4764], [0.0738, -0.0633, 1.8800], [-0.6742, -0.4778, -1.5448], [0.1765, 0.6529, 0.5512], [0.7701, -0.1142, -1.5939], [1.0560, -0.1230, 2.3584], [0.9085, 0.8388, -2.1212], [-0.3030, -1.0790, 1.7189], [-0.6140, 0.4758, 2.5378], [1.3372, -0.9049, -2.0905], [0.5593, 1.6780, 0.6723], [-1.7621, -0.3497, -0.4651]],
  "forces_ev_per_angstrom": [[0.080, -0.016, -0.036], [-0.020, -0.012, 0.190], [0.654, 0.311, -0.230], [-0.009, -0.007, 0.013], [-0.496, -0.555, -0.051], [-0.127, 0.149, 0.235], [-0.023, -0.010, -0.171], [-0.142, 0.018, -0.079], [-0.040, -0.108, 0.073], [0.048, 0.142, 0.022], [0.104, -0.068, -0.094], [-0.110, 0.072, 0.050], [-0.004, -0.131, -0.017], [0.084, 0.214, 0.095]],
  "mulliken_charge": [-0.387, -0.659, -0.573, -1.263, 0.390, 0.488, -0.355, 0.340, 0.251, 0.292, 0.343, 0.301, 0.293, 0.538],
  "relative_energy_kcal_mol": 95.63,
  "lumo_ev": 0.9,
  "homo_energy_ev": -9.72,
  "homo_lumo_gap_ev": 10.59
}